[1]
The following is a quantum chemistry calculation of a cluster of 2 separate species, C17H37BN3O5S in total, from OMol25.

Last column: Löwdin charge in e.
CARTESIAN COORDINATES (ANGSTROEM)
C (3.63454, 0.90524, 3.04562)  -0.1966
C (4.71262, 0.72502, 1.78631)  -0.5577
S (4.32653, -0.74712, 0.68547)  0.7540
C (2.48623, -0.90808, 0.36821)  -0.3874
C (1.89293, 0.07112, -0.80263)  -0.4165
N (2.71523, -0.27901, -2.04829)  0.0307
N (2.12422, 1.58617, -0.62038)  0.0528
C (0.95285, 1.97205, 0.30744)  -0.0969
C (-0.41915, 1.45024, -0.49982)  -0.2554
C (-0.65369, 2.74432, -1.47439)  -0.1826
C (-1.91334, 2.69467, -2.49418)  -0.3654
C (-3.30498, 3.41522, -1.90606)  -0.1170
C (-2.27850, 1.23722, -3.14443)  -0.1049
C (-1.82370, 1.34033, 0.31946)  -0.0817
C (-1.77614, 0.65834, 1.79388)  -0.3569
C (-2.06501, 1.83840, 2.94343)  -0.0805
O (-0.61603, -0.18427, 2.09569)  -0.1001
C (0.27474, 0.07682, -1.13266)  -0.0228
B (-0.56936, -1.32845, -1.13814)  -0.4245
O (-1.54727, -1.74651, -2.20477)  -0.0042
N (-0.36979, -2.39131, -0.02953)  -0.1535
C (-1.68963, -2.80904, 0.57800)  -0.1106
C (0.10633, -3.61891, -0.83473)  -0.1006
H (2.89877, 1.79187, 2.83333)  0.0514
H (3.11808, -0.13663, 3.19997)  0.0732
H (4.21551, 1.17403, 4.04548)  0.0825
H (4.72292, 1.75685, 1.21461)  0.0349
H (5.77450, 0.61040, 2.31604)  0.0917
H (1.90933, -0.67780, 1.37300)  0.0814
H (2.29786, -2.03190, 0.03661)  0.1167
H (3.53404, 0.38908, -2.13484)  0.0655
H (3.16018, -1.22923, -1.94169)  0.0809
H (2.19893, 2.11834, -1.53876)  0.1113
H (3.03525, 1.87861, -0.16432)  0.1037
H (1.26277, 1.42155, 1.28835)  0.1087
H (1.06857, 3.15509, 0.37286)  0.1043
H (-0.82131, 3.67843, -0.75213)  0.1168
H (0.30899, 3.03783, -2.11591)  0.1042
H (-1.61702, 3.38868, -3.42175)  0.1336
H (-3.87972, 2.55280, -1.34064)  0.0699
H (-3.06837, 4.25824, -1.12316)  0.0759
H (-3.99780, 3.79922, -2.79395)  0.0894
H (-1.35476, 0.69539, -3.67133)  0.1004
H (-3.03259, 1.46149, -4.04372)  0.0959
H (-2.85289, 0.50074, -2.43671)  0.0656
H (-2.68875, 0.80531, -0.28846)  0.1231
H (-2.21095, 2.45946, 0.47464)  0.1176
H (-2.73018, -0.05645, 1.87726)  0.1468
H (-1.85508, 1.35895, 4.00114)  0.0912
H (-1.47918, 2.83020, 2.74099)  0.0810
H (-3.24659, 1.99757, 2.90342)  0.0977
H (-0.09091, 0.28214, 2.81249)  0.1038
H (0.29485, 0.34785, -2.29520)  0.1372
H (-2.46002, -1.54455, -1.79704)  0.1031
H (-1.54685, -2.74614, 1.76181)  0.1072
H (-2.00149, -3.91984, 0.36023)  0.1113
H (-2.58460, -2.05507, 0.34970)  0.0826
H (0.58248, -4.45073, -0.16374)  0.0999
H (0.90225, -3.28202, -1.65537)  0.0946
H (-0.77459, -4.13099, -1.43554)  0.1122
C (-0.30413, -7.07972, 1.42890)  -1.1499
O (-0.45536, -7.84402, 2.36946)  -0.0436
O (-1.18445, -6.76022, 0.62164)  -0.0484
O (0.75274, -6.50725, 1.13879)  -0.0472

Calculated values
**Net charge**: -1
**Gap between HOMO and LUMO**: 1.4 eV
**HOMO energy**: -0.6 eV

[2]
The following is a quantum chemistry calculation of an isolated molecule of C18H19NO4S, from OMol25.

Last column: Löwdin charge in e.
CARTESIAN COORDINATES (ANGSTROEM)
C (-0.60627, -4.26651, 0.61579)  -0.1112
H (-0.54850, -4.56195, 1.67070)  0.0928
O (-0.02945, -2.99938, 0.41148)  -0.2094
C (-0.50008, -1.99045, 1.26469)  -0.2863
C (-1.96115, -1.60388, 1.04098)  -0.3867
H (-2.19565, -0.69545, 1.59023)  0.0833
H (-2.63452, -2.40132, 1.35745)  0.0730
S (-2.29848, -1.31224, -0.73956)  0.9645
C (-3.30096, 0.16708, -0.66126)  -0.4688
C (-4.56144, 0.11174, -1.23901)  -0.1043
C (-5.40054, 1.21021, -1.19585)  -0.0764
C (-4.99318, 2.36563, -0.54929)  -0.0700
C (-3.73617, 2.42452, 0.02306)  -0.0131
C (-2.86381, 1.34354, -0.05189)  -0.1549
C (-1.50620, 1.52391, 0.56118)  -0.4577
O (-1.36471, 2.02895, 1.65707)  0.0802
N (-0.49834, 1.11818, -0.25530)  0.1215
C (0.88055, 1.12471, -0.01834)  -0.2344
C (1.69471, 0.52784, -0.97481)  0.0669
C (3.07003, 0.49546, -0.80857)  -0.1953
C (3.64570, 1.08604, 0.32099)  -0.2045
C (2.82313, 1.66116, 1.28021)  0.0149
C (1.45211, 1.68145, 1.12304)  -0.0107
H (0.82416, 2.12898, 1.87387)  0.1001
H (3.28437, 2.09713, 2.15146)  0.1223
O (5.00554, 1.11929, 0.51343)  -0.0293
C (5.73852, 0.81854, -0.65202)  -0.1533
C (5.14101, -0.40216, -1.35082)  -0.1500
H (5.70468, -0.66149, -2.24812)  0.1321
O (3.82386, -0.12537, -1.77097)  -0.0232
H (5.14112, -1.25261, -0.65524)  0.1396
H (6.76521, 0.63139, -0.33382)  0.1319
H (5.71584, 1.67462, -1.34098)  0.1387
H (1.27559, 0.06516, -1.85479)  0.1318
H (-0.76808, 0.66597, -1.12044)  0.1072
H (-3.39909, 3.31588, 0.53056)  0.1214
H (-5.65208, 3.21844, -0.49157)  0.1047
H (-6.37800, 1.15578, -1.65082)  0.1049
H (-4.87538, -0.80424, -1.71529)  0.0983
H (0.14912, -1.13387, 1.06977)  0.1074
H (-0.38388, -2.28841, 2.32011)  0.1299
H (-1.65154, -4.29932, 0.29048)  0.0812
H (-0.02774, -4.96295, 0.01219)  0.0912

Calculated values
**Relative energy (zero: lowest compared OMol25 entry of this formula, charge and spin)**: 1.580 eV
**Gap between HOMO and LUMO**: 8.5 eV
**HOMO energy**: -7.8 eV
**Structure (SMILES)**: COCCSc1ccccc1C(=O)Nc1ccc2c(c1)OCCO2

[3]
The following is a quantum chemistry calculation of a cluster of 2 separate species, C3H8OS2 in total, from OMol25.

Last column: Löwdin charge in e.
CARTESIAN COORDINATES (ANGSTROEM)
C (-1.65462, -1.47061, 2.67311)  -0.4590
S (0.07968, -0.93919, 2.34745)  0.3579
S (0.22646, -1.52807, 0.32461)  0.3053
H (-1.57926, -2.20690, 3.46920)  0.0190
H (-2.13767, -0.59567, 3.09469)  0.0189
H (-2.10542, -1.89602, 1.79346)  0.0120
H (1.53704, -1.24385, 0.35065)  -0.1907
O (2.52075, 0.84068, -2.15341)  0.0361
C (1.61572, 1.56808, -1.85878)  -0.3350
C (0.14713, 1.26039, -2.04136)  -0.0670
H (1.80038, 2.61262, -1.51587)  0.1158
H (-0.42393, 1.87928, -1.39937)  0.0615
H (-0.03302, 1.53341, -3.08868)  0.0899
H (0.00676, 0.18585, -1.99570)  0.0356

Calculated values
**Relative energy (zero: lowest compared OMol25 entry of this formula, charge and spin)**: 0.896 eV
**Gap between HOMO and LUMO**: 8.5 eV
**HOMO energy**: -8.2 eV
**Structure (SMILES)**: CC=O.CSS

[4]
The following is a quantum chemistry calculation of a structure of composition C39H71ClIN3O13PS2, from OMol25.

Last column: Löwdin charge in e.
CARTESIAN COORDINATES (ANGSTROEM)
C (3.00821, 5.12778, 5.40036)  -0.0120
C (2.18635, 5.15449, 4.26636)  -0.1792
C (2.02634, 3.78905, 3.49198)  -0.1756
C (1.09610, 3.89718, 2.17656)  -0.3520
C (1.72240, 2.92656, 1.10605)  -0.5121
P (2.91849, 3.99244, 0.02807)  0.9477
O (4.29114, 3.00677, -0.23837)  -0.3371
O (3.52750, 5.21023, 1.06454)  -0.2933
C (0.76961, 2.16463, 0.11276)  -0.6422
I (2.01474, 0.40342, -0.41953)  1.0942
N (-0.59470, 1.73411, 0.70170)  -0.4276
S (-0.10611, 0.44047, 1.84069)  0.8857
C (-1.34045, 1.22721, -0.52204)  -0.1876
C (-2.00068, -0.20572, -0.43829)  -0.1195
C (-1.14498, -1.38952, -1.03312)  -0.4333
O (-0.51555, -1.28404, -2.08234)  0.0286
N (-1.14994, -2.69094, -0.40308)  0.0766
C (-0.41467, -2.73745, 0.84694)  -0.2554
C (-1.09108, -2.68868, 2.19394)  -0.0620
C (-0.29859, -2.73217, 3.47237)  -0.0785
C (1.20177, -2.83581, 3.39272)  -0.0665
C (1.91631, -2.93075, 2.07847)  -0.0526
C (1.07341, -2.87975, 0.85179)  -0.0599
C (-1.29438, 2.88650, 1.42204)  -0.4675
C (-2.61638, 2.50238, 2.17471)  -0.4400
S (-4.04916, 1.80795, 1.26647)  0.8584
C (-5.09328, 0.96072, 2.56963)  -0.4910
C (-6.58847, 0.73524, 2.07939)  -0.1499
N (-1.33089, 4.01436, 0.47185)  0.1728
C (-2.41761, 4.62185, 0.39404)  -0.2701
O (-3.47443, 5.06193, 0.19828)  0.2060
C (-0.35371, 3.44247, 2.63120)  -0.5016
Cl (-1.03434, 5.00900, 3.35442)  0.6975
H (3.84994, 5.84529, 5.58396)  0.0666
H (2.85079, 4.29399, 6.15303)  0.0709
H (1.70837, 6.12046, 3.94967)  0.0989
H (3.08001, 3.45145, 3.22930)  0.1101
H (1.62357, 3.01618, 4.21785)  0.1256
H (1.10966, 4.96870, 1.82594)  0.1149
H (2.41289, 2.20185, 1.65299)  0.0629
H (4.32072, 2.31681, 0.45772)  0.0212
H (4.14926, 4.78968, 1.69946)  0.0599
H (0.61621, 2.83019, -0.79578)  0.1076
H (-1.26543, -0.04282, 2.44005)  -0.0438
H (-0.70661, 1.22177, -1.46775)  0.1265
H (-2.18948, 1.93238, -0.80249)  0.1257
H (-2.47022, -0.45724, 0.56476)  0.0782
H (-2.90737, -0.16325, -1.13327)  0.1492
H (-0.90089, -3.44191, -1.05251)  0.1427
H (-2.21149, -2.59238, 2.30630)  0.1050
H (-0.77886, -2.66568, 4.49002)  0.1006
H (1.86016, -2.84352, 4.31253)  0.1010
H (3.02445, -3.02572, 1.95781)  0.0999
H (1.56029, -2.95373, -0.16936)  0.0990
H (-3.05311, 3.37394, 2.76330)  0.0872
H (-2.33662, 1.75218, 2.98828)  0.0828
H (-5.13044, 1.65908, 3.45358)  0.0813
H (-4.56807, 0.01599, 2.89043)  0.0721
H (-6.96190, -0.20386, 2.60080)  0.0873
H (-6.69650, 0.67110, 0.95742)  0.0753
H (-7.20428, 1.58028, 2.51949)  0.0850
H (-0.35177, 2.72291, 3.50691)  0.0972
C (-4.71962, 11.50902, 4.56023)  -0.1081
O (-4.70386, 10.14964, 4.15615)  -0.2034
C (-5.86805, 9.42578, 4.52312)  -0.1909
C (-6.49617, 8.70191, 3.33485)  -0.1794
O (-7.03629, 9.52197, 2.30511)  -0.1174
C (-6.13101, 10.30319, 1.52841)  -0.1706
C (-5.11519, 9.52956, 0.69349)  -0.1787
O (-4.14981, 8.87678, 1.51058)  -0.1895
C (-3.89799, 7.53421, 1.15756)  -0.1398
H (-4.34936, 11.59609, 5.58544)  0.0878
H (-4.05342, 12.06277, 3.89615)  0.0892
H (-5.71904, 11.94641, 4.47937)  0.0886
H (-6.61721, 10.07482, 4.98533)  0.1225
H (-5.56310, 8.67699, 5.26369)  0.1241
H (-7.34807, 8.13035, 3.72473)  0.1282
H (-5.82011, 7.95554, 2.91736)  0.1028
H (-5.64630, 11.05297, 2.15235)  0.1061
H (-6.76258, 10.86260, 0.83120)  0.1301
H (-4.57227, 10.23879, 0.05674)  0.1281
H (-5.64198, 8.82036, 0.04672)  0.1233
H (-4.77405, 7.04026, 0.73110)  0.0820
H (-3.61768, 6.99498, 2.06618)  0.0802
H (-3.06013, 7.48600, 0.45194)  0.0855
C (4.43727, -8.70916, -1.02804)  -0.1046
O (4.88455, -7.45568, -1.51752)  -0.1966
C (3.83753, -6.54566, -1.81272)  -0.1846
C (4.04267, -5.19441, -1.13381)  -0.1751
O (3.98181, -5.18171, 0.29019)  -0.1449
C (5.01561, -5.85968, 1.00393)  -0.1706
C (6.42996, -5.31547, 0.82485)  -0.1869
O (6.92047, -5.54919, -0.48812)  -0.1975
C (7.54030, -4.43008, -1.08979)  -0.1105
H (4.20772, -9.37408, -1.86509)  0.0867
H (5.24693, -9.14694, -0.44126)  0.0904
H (3.56453, -8.60423, -0.37635)  0.0873
H (2.86076, -6.94716, -1.52756)  0.1230
H (3.83852, -6.39310, -2.89801)  0.1285
H (3.22106, -4.54450, -1.46393)  0.1153
H (4.95062, -4.70374, -1.48349)  0.1066
H (4.97188, -6.92964, 0.80675)  0.1071
H (4.75572, -5.74376, 2.06142)  0.1258
H (7.09791, -5.84194, 1.51775)  0.1292
H (6.44387, -4.24961, 1.07696)  0.1177
H (7.11041, -3.48129, -0.75522)  0.0818
H (7.39186, -4.50352, -2.16905)  0.0892
H (8.61731, -4.44468, -0.88594)  0.0903
C (1.96799, -9.63452, -5.65917)  -0.1105
O (2.21750, -8.25391, -5.86319)  -0.2084
C (2.88694, -7.96563, -7.08182)  -0.1881
C (2.16016, -6.90284, -7.90164)  -0.1765
O (0.87802, -7.25804, -8.40708)  -0.1174
C (-0.17753, -7.45611, -7.47002)  -0.1733
C (-0.58720, -6.23866, -6.64560)  -0.1848
O (0.42393, -5.86615, -5.71518)  -0.2056
C (0.70906, -4.48268, -5.68500)  -0.1153
H (2.83966, -10.10506, -5.19548)  0.0861
H (1.11659, -9.72373, -4.98154)  0.0876
H (1.71301, -10.14478, -6.59257)  0.0887
H (3.01695, -8.86381, -7.69211)  0.1225
H (3.88108, -7.58371, -6.82247)  0.1256
H (2.77639, -6.70899, -8.78850)  0.1300
H (2.11479, -5.95065, -7.37345)  0.1044
H (0.03622, -8.31478, -6.83461)  0.1051
H (-1.04443, -7.74358, -8.07332)  0.1293
H (-1.48186, -6.49444, -6.06419)  0.1251
H (-0.83907, -5.41312, -7.31896)  0.1219
H (0.56107, -4.00188, -6.65587)  0.0869
H (1.75860, -4.36162, -5.40752)  0.0847
H (0.08985, -3.98915, -4.92540)  0.0817

Calculated values
**Net charge**: +1
**Gap between HOMO and LUMO**: 6.9 eV
**HOMO energy**: -10.3 eV

Calculated values (eV) of E_tot for the records, taken in order: -44436.765; -39489.261; -26957.713; -124245.728.